C21H38N4O5 | ωB97M-V/def2-TZVPD

```
68
Properties=species:S:1:pos:R:3
C 4.7996 -3.6256 4.3813
C 3.8453 -2.7711 3.4732
C 2.8372 -1.9663 4.1475
C 1.9170 -1.1212 3.3885
C 1.9485 -1.0492 1.9403
C 1.0702 -0.1799 1.0074
C -0.3830 0.1564 1.4619
C -0.6958 0.9355 2.7860
C -2.2875 1.0218 2.5878
O -2.9608 1.8430 3.1441
N -2.7050 -0.0731 1.6904
C -1.5253 -0.9579 1.3737
C -1.6042 -2.0469 2.5410
O -2.9890 -2.1159 2.9990
N -3.6054 -3.2319 2.4895
O -4.2448 -3.7714 3.3212
C 2.9801 -1.8775 1.2789
C 3.9200 -2.7162 2.0180
H 4.5569 -4.7022 4.1473
H 4.5834 -3.3773 5.4537
H 5.8790 -3.4629 4.1331
H 2.7553 -1.9819 5.2598
H 1.1949 -0.5021 3.9578
H 1.6120 0.7886 0.8003
H 1.0017 -0.7079 0.0129
H -0.7255 0.8978 0.6748
H -0.6481 0.4078 3.7732
H -0.1858 1.9220 2.9373
H -2.9766 0.4910 0.8714
H -1.5483 -1.3343 0.3146
H -1.3195 -3.0380 2.1155
H -1.0236 -1.7371 3.4388
H 3.0983 -1.8661 0.1687
H 4.7072 -3.3001 1.4821
C 4.9160 0.9487 -4.3972
C 4.8394 -0.4451 -3.7814
C 3.4000 -0.9201 -3.5111
O 2.7925 -0.3340 -2.3682
C 2.2414 0.9543 -2.5857
N 5.6568 -0.4713 -2.5625
H 4.7328 1.7391 -3.6680
H 5.9114 1.1243 -4.8104
H 4.1947 1.0591 -5.2106
H 5.2809 -1.1407 -4.5025
H 3.4350 -1.9942 -3.3032
H 2.7621 -0.7953 -4.3950
H 1.8221 1.0622 -3.5897
H 2.9941 1.7232 -2.4027
H 1.4388 1.1022 -1.8601
H 5.6844 -1.4246 -2.2073
H 5.1457 0.0385 -1.8433
C -3.9636 3.0102 -0.7386
C -4.2328 2.7569 -2.2174
C -5.6815 3.0604 -2.6406
O -6.6247 2.0728 -2.2544
C -7.0772 2.1792 -0.9143
N -3.8531 1.3750 -2.5382
H -4.3716 2.2288 -0.0948
H -2.8869 3.0405 -0.5519
H -4.3828 3.9671 -0.4204
H -3.5808 3.4301 -2.7837
H -5.7138 3.0814 -3.7345
H -5.9999 4.0539 -2.3011
H -7.1489 3.2197 -0.5855
H -6.4260 1.6133 -0.2458
H -8.0710 1.7315 -0.8601
H -3.9403 1.2363 -3.5425
H -4.5713 0.7661 -2.1483
```

As for the structure (SMILES): Cc1ccc(C[C@@H]2CC(=O)N[C@@H]2CON=O)cc1.COC[C@@H](C)N.COC[C@@H](C)N. The value obtained for the total energy is -38585.357 eV. The orbital gap comes out at 0.3385 Ha. The calculation puts the LUMO energy at 0.41 eV. The molar mass comes out at 426.558 g mol⁻¹. The spin multiplicity is 1.

***

C4H10OS2 | ωB97M-V/def2-TZVPD

```
17
Properties=species:S:1:pos:R:3
S -1.0290 0.3415 -1.4307
S -0.7839 1.5792 1.3312
C -1.0204 1.8609 -0.4155
C 0.7122 0.0409 -1.0830
C 0.8485 0.8218 1.3963
C 0.9736 -0.3218 0.3774
H -0.0923 2.3916 -0.7026
H -1.8704 2.5457 -0.5999
H 1.0202 -0.7599 -1.7825
H 1.3028 0.9453 -1.3258
H 1.5950 1.6027 1.1549
H 1.0525 0.4677 2.4252
H 0.2066 -1.0858 0.6084
H 1.9641 -0.8137 0.4263
O -1.2944 -3.4044 -0.0214
H -1.6063 -2.5338 0.3150
H -1.9787 -3.6780 -0.6734
```

As for the structure (SMILES): C1CSCSC1.O. The value obtained for the total energy is -28027.974 eV. The orbital gap comes out at 0.3379 Ha. The calculation puts the LUMO energy at 0.71 eV. The molar mass comes out at 138.257 g mol⁻¹. The spin multiplicity is 1.

***

C12H18N4O2S | ωB97M-V/def2-TZVPD

```
37
Properties=species:S:1:pos:R:3
C 3.5028 -2.0661 -4.0787
C 2.3525 -1.1376 -4.4444
H 2.5124 -0.1559 -3.9920
H 2.3170 -1.0069 -5.5276
C 1.0033 -1.6927 -3.9723
C 0.9351 -1.7872 -2.4958
N 0.8089 -2.8702 -1.8263
N 0.7817 -2.7127 -0.5125
C 0.8817 -1.4797 -0.1299
N 0.8806 -1.1929 1.2056
C 0.8168 -0.0526 1.9649
O 0.6496 -0.1671 3.1599
C 0.9702 1.3017 1.3120
C -0.3007 2.1069 1.5919
C -1.5022 1.4225 0.9648
O -1.4115 0.4825 0.2002
N -2.7055 1.9354 1.3045
C -2.9450 2.9865 2.2364
C -2.9232 2.6856 3.7123
C -4.2201 2.9683 3.0178
H -4.7178 3.9066 3.2070
H -4.8953 2.1418 2.8560
H -2.5194 3.4287 4.3820
H -2.7220 1.6682 4.0101
H -2.5615 3.9503 1.9144
H -3.5073 1.4588 0.9137
H -0.4564 2.1790 2.6695
H -0.2115 3.1161 1.1849
H 1.1377 1.2278 0.2419
H 1.8239 1.7985 1.7772
H 0.7483 -2.0372 1.7585
S 1.0378 -0.3588 -1.4658
H 0.8457 -2.6934 -4.3775
H 0.2002 -1.0400 -4.3241
H 3.3640 -3.0420 -4.5377
H 4.4488 -1.6535 -4.4212
H 3.5568 -2.2043 -3.0014
```

As for the structure (SMILES): CCCc1nnc(NC(=O)CCC(=O)NC2CC2)s1. The value obtained for the total energy is -33626.505 eV. The orbital gap comes out at 0.3401 Ha. The calculation puts the LUMO energy at 0.53 eV. The molar mass comes out at 282.369 g mol⁻¹. The spin multiplicity is 1.

***

C23H60Cl2O21S7 | ωB97M-V/def2-TZVPD

```
113
Properties=species:S:1:pos:R:3
O 16.2963 15.9132 15.5968
S 17.4956 15.3988 16.0799
O 17.6415 14.0499 16.5085
O 18.5587 15.5301 14.9171
C 18.6036 16.6920 14.1398
C 19.7293 17.5907 14.6539
C 18.1406 16.4158 17.3280
H 17.5559 17.1338 14.0719
H 18.8810 16.3928 13.1301
H 19.9751 18.4486 14.0662
H 20.6262 16.9034 14.6935
H 19.5879 17.8759 15.7061
H 19.2368 16.3083 17.2998
H 17.8239 16.0363 18.2434
H 17.8352 17.4614 17.1346
O 18.2002 19.4177 9.4889
S 17.9335 18.0216 9.5145
O 18.7125 17.2078 10.3972
O 16.4771 17.7573 9.9561
C 16.1972 16.4214 10.4945
C 14.8341 16.4851 11.1278
C 17.9926 17.4303 7.8620
H 17.0604 16.2347 11.1372
H 16.2491 15.7332 9.6442
H 14.7826 17.3167 11.8961
H 14.6509 15.4700 11.4839
H 14.1349 16.7732 10.3577
H 19.0974 17.3704 7.6143
H 17.6103 18.2205 7.2119
H 17.4053 16.4998 7.8283
O 22.4013 11.3372 14.2532
S 21.0445 11.5304 13.9090
O 20.4982 11.0487 12.7030
O 20.1647 10.8547 14.9868
C 18.7638 10.6661 14.6943
C 18.1599 10.4126 16.0103
C 20.8391 13.2244 14.0496
H 18.6692 9.9084 13.9517
H 18.3720 11.5959 14.2604
H 17.1069 10.3285 15.9166
H 18.3029 11.3050 16.6517
H 18.5351 9.5319 16.4790
H 19.8244 13.5513 13.8980
H 21.5194 13.4064 13.2191
H 21.3042 13.5187 15.0054
O 7.9751 8.6227 16.3441
S 9.1714 9.0606 15.7388
O 9.5742 8.5240 14.4784
O 9.0639 10.6571 15.5584
C 10.0421 11.3812 14.7438
C 9.8664 12.8649 14.8539
C 10.4547 8.8905 16.8919
H 9.9014 11.0022 13.6902
H 11.0703 11.1233 15.0671
H 10.0389 13.2091 15.8500
H 8.8430 13.1329 14.5434
H 10.4680 13.3999 14.0817
H 10.1715 9.1256 17.8809
H 11.3521 9.4472 16.5837
H 10.6267 7.7690 16.8731
O 16.4874 13.4900 10.0435
S 17.3711 12.8646 10.9714
O 18.1558 13.6706 11.7589
O 16.5785 11.9509 11.9839
C 15.3612 11.1932 11.5978
C 15.5605 9.6798 11.7049
C 18.3268 11.6435 10.1715
H 15.0409 11.5036 10.5792
H 14.5699 11.5405 12.2513
H 14.7245 9.1294 11.3162
H 15.6691 9.3090 12.7581
H 16.4776 9.3978 11.2066
H 18.6563 10.9380 10.9295
H 19.2561 12.1981 9.8659
H 17.7227 11.2239 9.3361
O 16.1589 14.5285 20.2327
S 15.2192 15.4366 20.8180
O 15.6307 16.7336 21.2390
O 14.0075 15.6703 19.8532
C 13.4531 14.5499 19.0716
C 11.9355 14.7131 19.0515
C 14.5177 14.6138 22.1514
H 13.7900 13.6859 19.6461
H 13.8806 14.5741 18.0606
H 11.7582 15.7837 18.8496
H 11.5238 14.4352 20.0144
H 11.4282 14.1626 18.2767
H 14.5882 13.5511 21.9585
H 13.5071 14.9477 22.2542
H 15.1254 14.8925 22.9838
O 12.2683 18.6944 11.5137
S 11.7716 18.1511 12.7523
O 12.5059 18.2090 13.9528
O 10.3005 18.7599 13.0246
C 9.6618 19.5222 12.0041
C 10.1117 20.9639 11.9534
C 11.1765 16.4782 12.3708
H 8.6002 19.3058 12.1072
H 10.0406 19.0349 11.0841
H 11.2243 20.9415 11.8768
H 9.7675 21.5384 12.8379
H 9.7923 21.4017 10.9917
H 11.9901 15.7447 12.2606
H 10.6444 16.5913 11.4215
H 10.5020 16.1526 13.1264
Cl 13.3543 14.5712 15.2072
C 14.5394 13.4944 14.4303
C 15.1662 12.4320 15.2989
Cl 14.0529 11.0027 15.5182
H 15.3219 14.1634 14.0118
H 14.0852 13.0927 13.5159
H 15.4629 12.7738 16.2702
H 15.9677 12.0530 14.7021
```

As for the structure (SMILES): CCOS(C)(=O)=O.CCOS(C)(=O)=O.CCOS(C)(=O)=O.CCOS(C)(=O)=O.CCOS(C)(=O)=O.CCOS(C)(=O)=O.CCOS(C)(=O)=O.ClCCCl. The value obtained for the total energy is -168708.905 eV. The orbital gap comes out at 0.4060 Ha. The calculation puts the LUMO energy at 0.12 eV. The molar mass comes out at 968.087 g mol⁻¹. The spin multiplicity is 1.

***

C53H43Br2Cl4N2O5SeSiSn | ωB97M-V/def2-TZVPD

```
112
Properties=species:S:1:pos:R:3
Sn -0.0533 0.4222 -0.3470
Cl 5.2638 4.7365 0.5467
C 4.3072 3.3024 0.4037
C 4.9126 2.0500 0.4136
Cl 6.6258 1.8923 0.5856
C 4.1213 0.9006 0.2836
Cl 4.8344 -0.6821 0.3072
C 2.7512 1.0040 0.1315
O 1.9484 -0.0246 -0.0412
C 2.1285 2.2809 0.1327
O 0.8408 2.2956 -0.0533
C 2.9184 3.4126 0.2744
Cl 2.1374 4.9555 0.2351
Br -5.7454 -3.9217 -0.4927
C -4.2120 -2.8200 -0.4512
C -4.3414 -1.4581 -0.2866
C -3.1768 -0.7133 -0.2363
N -1.9609 -1.2408 -0.3565
C -1.8473 -2.5588 -0.5007
C -2.9609 -3.3910 -0.5506
C -0.4662 -3.1014 -0.5373
C -0.2316 -4.4514 -0.7743
C 1.0696 -4.9057 -0.7137
Br 1.4361 -6.7370 -1.0029
C 2.0917 -4.0251 -0.4484
C 1.7613 -2.6930 -0.2629
N 0.5100 -2.2289 -0.2931
H -5.3031 -0.9787 -0.1746
H -3.2199 0.3525 -0.0817
H -2.8625 -4.4608 -0.6409
H -1.0328 -5.1382 -0.9964
H 3.1241 -4.3392 -0.4070
H 2.5305 -1.9572 -0.0830
C -6.6486 4.0849 2.0017
C -5.4766 3.5934 1.1928
C -4.1706 3.8433 1.5928
C -3.0713 3.4060 0.8601
C -1.6927 3.7378 1.3512
C -3.2890 2.6741 -0.3246
Se -1.8068 2.1310 -1.4374
C -4.6055 2.4206 -0.7506
C -4.9438 1.6639 -2.0137
C -5.6710 2.8854 0.0178
H -6.3140 4.6539 2.8691
H -7.2596 3.2538 2.3618
H -7.2962 4.7304 1.4044
H -3.9942 4.4047 2.5054
H -1.7456 4.3590 2.2465
H -1.1102 4.2509 0.5845
H -1.1346 2.8374 1.5983
H -4.0560 1.2859 -2.5110
H -5.4750 2.3132 -2.7144
H -5.6074 0.8237 -1.7932
H -6.6843 2.6827 -0.3223
C -0.5001 -6.0467 2.5035
C -0.5201 -4.5463 2.6405
C 0.6602 -3.8203 2.7327
C 0.6615 -2.4296 2.8038
C 1.9504 -1.6627 2.9166
C -0.5607 -1.7616 2.7776
C -1.7640 -2.4691 2.7851
C -3.0743 -1.7446 2.9470
C -1.7266 -3.8552 2.6906
C -0.6089 -0.2541 2.7885
O -0.7397 0.3566 3.8312
O -0.5937 0.3488 1.6165
H 0.5219 -6.4225 2.4403
H -1.0275 -6.3677 1.6014
H -0.9866 -6.5281 3.3552
H 1.6108 -4.3467 2.7236
H 2.8120 -2.3232 2.8132
H 2.0118 -1.1659 3.8879
H 2.0261 -0.8893 2.1512
H -3.1187 -0.8405 2.3392
H -3.1974 -1.4237 3.9838
H -3.9156 -2.3866 2.6818
H -2.6630 -4.4078 2.6602
O 0.1596 -0.0882 -2.2560
Si 1.1012 -0.2224 -3.5510
C 2.2925 1.2255 -3.6694
C 3.4209 1.1819 -4.4963
C 4.2888 2.2611 -4.5896
C 4.0423 3.4151 -3.8539
C 2.9209 3.4870 -3.0409
C 2.0539 2.4023 -2.9536
C -0.0162 -0.1775 -5.0653
C 0.0426 -1.0357 -6.1644
C -0.8343 -0.9006 -7.2365
C -1.7948 0.1001 -7.2268
C -1.8675 0.9717 -6.1454
C -0.9875 0.8334 -5.0819
C 2.0977 -1.8266 -3.5438
C 1.5747 -3.0444 -3.9925
C 2.3274 -4.2120 -3.9721
C 3.6231 -4.1924 -3.4730
C 4.1525 -3.0048 -2.9846
C 3.3986 -1.8378 -3.0256
H 3.6329 0.2856 -5.0728
H 5.1636 2.1992 -5.2268
H 4.7285 4.2524 -3.9085
H 2.7246 4.3783 -2.4565
H 1.1927 2.4790 -2.2963
H 0.7993 -1.8130 -6.2069
H -0.7633 -1.5781 -8.0798
H -2.4806 0.2051 -8.0592
H -2.6121 1.7591 -6.1291
H -1.0707 1.5138 -4.2383
H 0.5548 -3.0885 -4.3653
H 1.8976 -5.1400 -4.3320
H 4.2121 -5.1024 -3.4532
H 5.1538 -2.9818 -2.5714
H 3.8291 -0.9223 -2.6334
```

The value obtained for the total energy is -338116.360 eV. The orbital gap comes out at 0.2398 Ha. Its net charge is -1. The calculation puts the LUMO energy at 1.44 eV. The molar mass comes out at 1315.313 g mol⁻¹. The spin multiplicity is 1.